Record 1
A cluster of 10 separate species, C5H28O11 in total, computed with the ωB97M-V functional and the def2-TZVPD basis.

Computed properties:
energy relative to the best compared isomer or geometry (same formula, charge and spin): 5.06 kcal per mole
frontier orbital gap: 10.6 eV
HOMO energy: -10.53 eV
SMILES string: CCCCC(=O)O.O.O.O.O.O.O.O.O.O
total charge: 0
electronic energy: -1034.89661 hartree

Cartesian coordinates (Å):
O 0.970 1.903 -1.429
C 0.645 0.856 -0.884
O 1.511 -0.108 -0.569
C -0.742 0.648 -0.418
C -1.052 -0.829 -0.051
C -2.525 -1.078 -0.339
C -3.340 -0.826 0.947
H 2.425 0.270 -0.771
H -1.497 1.134 -1.033
H -0.756 1.188 0.643
H -0.423 -1.512 -0.702
H -0.983 -1.212 0.976
H -3.029 -0.373 -1.047
H -2.676 -2.117 -0.681
H -3.881 0.181 0.957
H -2.694 -0.618 1.767
H -4.032 -1.712 1.054
H 2.371 3.158 -0.387
H 3.715 2.851 0.484
O 2.794 3.269 0.490
H 1.055 3.515 1.405
H -0.131 3.225 2.273
O 0.385 2.785 1.593
H 1.659 -2.051 0.374
H 1.196 -3.344 0.999
O 2.045 -2.826 0.765
H -0.844 3.017 -3.200
H 0.079 2.499 -4.258
O -0.854 2.672 -4.112
H 0.914 -2.085 3.719
H 0.699 -0.904 2.713
O 0.278 -1.682 3.078
H -3.376 3.217 -2.270
H -1.775 3.176 -1.512
O -2.702 3.308 -1.616
H -1.019 -0.929 -2.719
H -0.596 -1.391 -4.151
O -0.537 -1.608 -3.212
H 3.260 -1.848 3.127
H 2.526 -3.161 2.967
O 2.747 -2.497 3.630
H -0.342 -3.155 2.003
H -0.979 -4.011 0.962
O -0.164 -3.944 1.456

natural (NBO) population analysis, charges in e, atoms 1 to 4: number 1, O, carries -0.6757; number 2, C, carries 0.8338; number 3, O, carries -0.6804; number 4, C, carries -0.5712



Record 2
A cluster of 11 separate species, C5H28O12 in total, computed with the ωB97M-V functional and the def2-TZVPD basis.

Computed properties:
spin multiplicity: 2
energy relative to the best compared isomer or geometry (same formula, charge and spin): 0.00 kcal per mole
⟨S²⟩: 0.753
frontier orbital gap (alpha / beta): 7.9 / 4.2 eV
HOMO energy (alpha / beta): -13.18 / -13.18 eV
total charge: +1
electronic energy: -1109.86551 hartree

Cartesian coordinates (Å):
O -0.004 -1.958 0.399
C 0.692 -1.065 0.841
O 0.844 -0.928 2.153
C 1.401 0.055 0.105
C 2.724 -0.330 -0.512
C 2.774 -1.276 -1.646
C 2.887 -0.773 -2.929
H 0.182 -1.388 2.766
H 0.582 0.493 -0.501
H 1.603 0.901 0.767
H 3.259 0.573 -0.849
H 3.371 -0.710 0.293
H 2.885 -2.354 -1.504
H 2.722 0.301 -3.046
H 3.258 -1.319 -3.787
H -2.278 1.884 -2.549
H -2.329 1.747 -1.036
O -2.254 2.424 -1.743
H -0.575 3.433 1.126
H -1.064 2.956 -0.268
O -0.395 2.792 0.427
H -3.510 0.238 0.367
H -2.312 -0.329 -0.459
O -2.602 0.456 0.111
H 0.310 -2.464 -1.269
H 0.935 -3.302 -2.507
O 0.263 -2.641 -2.243
H -2.387 0.277 1.794
H -1.628 1.047 2.791
O -2.328 0.344 2.772
H 0.426 2.007 2.339
H 0.513 0.777 3.137
O -0.016 1.583 3.089
H -0.615 -0.484 -4.228
H 0.009 -1.071 -3.024
O -0.647 -0.366 -3.263
H -2.126 -2.279 -1.337
H -1.950 -1.127 -2.427
O -2.400 -1.401 -1.583
H 3.125 3.613 -0.363
H 1.629 3.201 -0.753
O 2.428 2.950 -0.260
H -0.588 -0.780 4.811
H -1.505 -0.791 3.566
O -0.864 -1.366 4.108

natural (NBO) population analysis, charges in e, atoms 1 to 4: number 1, O, carries -0.6322; number 2, C, carries 0.8166; number 3, O, carries -0.7149; number 4, C, carries -0.5124



Record 3
A cluster of 9 separate species, C5H29N2O8 in total, computed with the ωB97M-V functional and the def2-TZVPD basis.

Computed properties:
spin multiplicity: 2
energy relative to the best compared isomer or geometry (same formula, charge and spin): 0.00 kcal per mole
⟨S²⟩: 0.750
frontier orbital gap (alpha / beta): 2.4 / 8.4 eV
HOMO energy (alpha / beta): -2.22 / -8.39 eV
total charge: 0
electronic energy: -919.20102 hartree

Cartesian coordinates (Å):
C 2.598 -1.278 1.418
C 1.157 -1.741 1.183
C 0.298 -0.538 0.893
C -1.168 -0.753 0.667
C -1.909 -1.720 1.206
N -3.191 -2.144 0.978
N -1.745 0.356 -0.089
H 2.931 -0.840 2.377
H 2.889 -0.497 0.695
H 3.246 -2.162 1.475
H 1.188 -2.395 0.291
H 0.745 -2.328 1.970
H 0.810 0.043 0.063
H 0.440 0.244 1.703
H -1.326 -2.540 1.707
H -3.650 -2.692 1.694
H -3.898 -1.483 0.664
H -2.721 0.160 -0.367
H -1.737 1.259 0.434
H -1.200 0.551 -0.981
H 1.812 -2.959 -2.223
H 1.405 -1.778 -3.083
O 1.052 -2.589 -2.704
H 2.889 2.164 -0.469
H 1.634 1.815 0.370
O 2.020 1.770 -0.527
H 1.016 3.172 2.643
H -0.089 2.239 2.021
O 0.640 2.841 1.828
H -0.401 3.393 -0.367
H -1.358 2.816 -1.318
O -1.223 2.889 -0.358
H -1.681 -1.914 -3.076
H -0.622 -1.697 -1.901
O -1.420 -1.334 -2.327
H -0.949 0.849 3.893
H -1.878 2.046 3.655
O -1.293 1.428 3.208
H 2.940 0.712 -3.465
H 2.089 0.971 -2.281
O 2.034 0.588 -3.143
H -0.054 1.289 -3.027
H -1.423 0.493 -2.755
O -0.897 1.296 -2.576

natural (NBO) population analysis, charges in e, atoms 1 to 4: number 1, C, carries -0.6362; number 2, C, carries -0.4070; number 3, C, carries -0.4644; number 4, C, carries -0.0870



Record 4
A cluster of 12 separate species, C5H29NO11 in total, computed with the ωB97M-V functional and the def2-TZVPD basis.

Computed properties:
energy relative to the best compared isomer or geometry (same formula, charge and spin): 124.56 kcal per mole
frontier orbital gap: 7.7 eV
HOMO energy: -7.63 eV
SMILES string: Cc1cc[nH]c1.O.O.O.O.O.O.O.O.O.O.O
total charge: 0
electronic energy: -1090.20276 hartree

Cartesian coordinates (Å):
C -0.566 -1.126 -1.777
C -1.750 -0.359 -1.427
C -2.889 -0.952 -0.827
N -3.742 0.106 -0.603
C -3.323 1.334 -1.151
C -2.057 1.047 -1.694
H -0.588 -2.250 -1.562
H -0.272 -0.838 -2.746
H 0.373 -0.840 -1.167
H -2.980 -2.004 -0.551
H -4.719 -0.098 -0.376
H -3.738 2.339 -0.892
H -1.474 1.814 -2.066
H 2.582 0.914 -3.105
H 2.488 -0.776 -3.188
O 3.004 0.044 -3.031
H -0.027 -1.537 2.362
H 0.059 -2.435 3.443
O -0.255 -2.425 2.587
H 2.284 0.892 1.187
H 2.550 1.750 2.458
O 1.791 1.299 1.979
H -3.774 -0.159 2.086
H -4.441 -1.512 1.549
O -4.633 -0.662 1.961
H 1.212 -0.788 0.125
H 2.425 -1.694 0.016
O 2.199 -0.788 0.002
H -2.038 -0.509 1.522
H -1.742 -1.762 2.213
O -2.436 -1.344 1.675
H 4.561 1.562 -0.478
H 3.217 0.653 -0.413
O 3.673 1.476 -0.151
H 1.003 -2.990 1.612
H 1.379 -4.065 0.539
O 1.673 -3.263 0.941
H 0.252 0.665 2.515
H -0.928 0.556 3.381
O -0.556 0.133 2.651
H 0.915 2.547 -3.547
H 1.920 2.716 -2.359
O 1.514 2.223 -3.012
H 2.983 3.001 -0.209
H 2.289 4.340 0.063
O 2.582 3.764 -0.535

natural (NBO) population analysis, charges in e, atoms 1 to 4: number 1, C, carries -0.6127; number 2, C, carries -0.1423; number 3, C, carries -0.0370; number 4, N, carries -0.5265



Record 5
A cluster of 11 separate species, C5H29O12 in total, computed with the ωB97M-V functional and the def2-TZVPD basis.

Computed properties:
energy relative to the best compared isomer or geometry (same formula, charge and spin): 36.38 kcal per mole
frontier orbital gap: 9.4 eV
HOMO energy: -6.66 eV
total charge: -1
electronic energy: -1110.80750 hartree

Cartesian coordinates (Å):
C 2.672 -0.923 -0.216
O 1.682 -0.850 -1.201
C 2.462 0.006 1.056
C 2.244 1.488 0.886
C 0.713 1.747 0.786
C 0.174 3.129 1.346
O -1.003 3.194 1.576
H 2.716 -1.972 0.234
H 3.666 -0.652 -0.643
H 3.455 -0.194 1.662
H 1.760 -0.335 1.905
H 2.688 2.083 1.610
H 2.707 1.719 -0.081
H 0.165 1.092 1.518
H 0.189 1.557 -0.176
H 0.896 3.837 1.674
H -1.900 -0.398 -0.949
H -3.091 0.490 -0.561
O -2.620 0.317 -1.337
H -1.941 1.725 1.674
H -3.064 1.179 2.661
O -2.549 1.017 1.917
H 0.282 0.688 -3.091
H 1.536 1.499 -3.415
O 0.629 1.290 -3.717
H -1.051 -1.492 2.842
H -0.168 -2.679 1.970
O -0.256 -1.983 2.654
H 0.639 -1.170 -0.902
H -0.663 -1.065 0.177
O -0.817 -1.337 -0.746
H 3.384 0.448 -2.518
H 3.051 1.925 -2.503
O 3.268 1.228 -3.077
H -0.820 2.242 -2.769
H -1.927 1.646 -1.948
O -1.423 2.497 -2.080
H -1.960 -2.544 -0.824
H -3.494 -2.347 -0.567
O -2.817 -3.002 -0.657
H -0.119 -2.789 -0.385
H -0.822 -4.137 -0.282
O -0.082 -3.652 0.044
H -2.856 -2.215 1.858
H -2.629 -0.762 2.030
O -2.907 -1.547 2.563

natural (NBO) population analysis, charges in e, atoms 1 to 4: number 1, C, carries -0.0460; number 2, O, carries -0.8317; number 3, C, carries -0.4344; number 4, C, carries -0.4194



Record 6
An isolated molecule of C5H2FNO, computed with the ωB97M-V functional and the def2-TZVPD basis.

Computed properties:
frontier orbital gap: 7.6 eV
HOMO energy: -7.85 eV
total charge: 0
electronic energy: -421.31196 hartree

Cartesian coordinates (Å):
C 1.587 0.355 -0.125
C -0.527 -0.750 -0.201
C -1.370 0.111 0.605
C 0.188 1.868 0.447
C 0.855 -0.793 -0.533
N 2.245 1.334 0.035
O -0.823 1.340 0.670
F 1.298 -1.843 -1.193
H -0.980 -1.673 -0.384
H -2.473 0.051 0.679

natural (NBO) population analysis, charges in e, atoms 1 to 4: number 1, C, carries 0.1597; number 2, C, carries -0.2051; number 3, C, carries -0.1863; number 4, C, carries 0.5532



Record 7
An isolated molecule of C5H2O, computed with the ωB97M-V functional and the def2-TZVPD basis.

Computed properties:
energy relative to the best compared isomer or geometry (same formula, charge and spin): 8.37 kcal per mole
frontier orbital gap: 9.5 eV
HOMO energy: -10.05 eV
SMILES string: C#CC#CC=O
total charge: 0
electronic energy: -266.80542 hartree

Cartesian coordinates (Å):
O -2.389 -1.056 -0.080
C -2.168 0.097 0.210
C -0.852 0.659 -0.062
C 0.352 0.644 -0.175
C 1.672 0.255 -0.237
C 2.713 -0.352 -0.212
H -2.911 0.722 0.726
H 3.582 -0.969 -0.168

natural (NBO) population analysis, charges in e, atoms 1 to 4: number 1, O, carries -0.4667; number 2, C, carries 0.3545; number 3, C, carries -0.0621; number 4, C, carries 0.0104